[1]
Formula: C25H50O24PdS6
Source: the Open Molecules 2025 dataset
Level of theory: ωB97M-V/def2-TZVPD

## Properties
LUMO (alpha / beta) (eV): -0.63 / -0.64
2S+1: 3
Electronic energy (Eh): -5305.0382
ΔE to the lowest compared entry with this formula, charge and spin (kcal per mole): 48.7
⟨S²⟩: 2.004

Geometry as XYZ:
```
106
Properties=species:S:1:pos:R:3:lowdin_spin:R:1
Pd -0.312 0.210 0.003 1.516
S 1.342 -1.097 -1.757 0.003
O 1.410 -2.563 -1.705 0.009
O 0.025 -0.522 -1.924 0.120
O 1.683 -0.551 -0.458 0.083
O 2.283 -0.539 -2.703 0.024
C -2.693 -0.650 4.305 0.000
C -3.581 -0.990 3.230 0.000
O -4.365 -1.953 3.827 0.000
C -3.611 -2.690 4.614 0.000
O -3.785 -3.846 4.919 0.000
O -2.613 -1.896 4.926 0.000
H -2.923 0.106 5.056 0.000
H -1.768 -0.358 3.808 0.000
H -3.125 -1.314 2.294 0.000
H -4.225 -0.154 2.955 0.000
C 3.133 1.291 -5.108 0.000
C 1.658 1.656 -4.869 0.000
O 1.293 2.113 -6.151 0.000
C 2.329 2.220 -6.992 0.000
O 2.255 2.574 -8.162 0.000
O 3.404 1.658 -6.422 0.000
H 3.188 0.208 -5.001 0.000
H 3.775 1.842 -4.420 0.000
H 1.553 2.510 -4.199 0.000
H 1.006 0.801 -4.689 0.000
C 0.663 -2.425 -5.000 0.000
C -0.714 -1.823 -5.078 0.001
O -1.492 -3.005 -4.940 0.000
C -0.811 -4.125 -5.272 0.000
O -1.263 -5.290 -5.440 0.000
O 0.488 -3.761 -5.446 0.000
H 1.091 -2.484 -3.999 0.000
H 1.468 -1.982 -5.586 0.000
H -0.847 -1.319 -6.035 0.000
H -0.809 -1.175 -4.206 0.001
C 0.365 2.033 4.602 0.000
C 1.704 2.402 5.167 0.000
O 1.462 2.608 6.554 0.000
C 0.164 2.232 6.851 0.000
O -0.308 2.143 8.045 0.000
O -0.469 1.825 5.687 0.000
H 0.452 1.152 3.966 0.000
H 0.028 2.843 3.955 0.000
H 1.990 3.377 4.771 0.000
H 2.479 1.665 4.958 0.000
C 4.021 -2.365 0.918 0.000
C 3.396 -3.692 0.792 0.000
O 4.520 -4.405 0.514 0.000
C 5.587 -3.867 0.978 0.000
O 6.687 -4.385 1.177 0.000
O 5.424 -2.608 1.127 0.000
H 3.541 -1.942 1.801 0.000
H 3.877 -1.768 0.017 0.000
H 2.715 -3.709 -0.059 0.000
H 2.959 -3.922 1.764 0.000
C -0.516 -3.452 2.618 0.004
S 0.581 -2.012 2.387 0.009
O -0.307 -1.000 1.700 0.044
C 1.019 -1.521 4.131 0.004
H 0.099 -4.309 2.893 0.001
H -1.085 -3.684 1.717 0.000
H -1.160 -3.414 3.496 0.000
H 1.704 -0.672 4.120 0.000
H 1.665 -2.257 4.608 0.000
H 0.166 -1.179 4.717 0.000
C -4.044 2.624 1.817 0.000
S -2.359 2.464 2.469 -0.001
O -1.812 1.299 1.615 0.003
C -1.581 4.086 1.973 0.000
H -4.594 3.453 2.263 0.000
H -4.666 1.804 2.176 0.000
H -4.028 2.608 0.727 0.000
H -1.484 4.160 0.889 0.000
H -0.619 4.294 2.440 0.000
H -2.397 4.774 2.195 0.000
C 2.355 3.057 -0.711 0.002
S 1.976 2.586 1.037 0.017
O 0.902 1.485 1.101 0.034
C 3.654 1.884 1.525 0.002
H 3.378 3.378 -0.904 0.000
H 1.618 3.638 -1.266 0.000
H 2.374 2.227 -1.418 0.000
H 4.490 2.513 1.221 0.000
H 3.874 0.879 1.163 0.000
H 3.607 1.888 2.614 0.000
C -1.918 1.950 -3.640 -0.001
S -2.201 2.346 -1.866 0.008
O -1.002 1.916 -1.092 0.040
C -1.825 4.139 -2.158 0.007
H -1.855 0.866 -3.737 0.000
H -0.997 2.424 -3.980 0.000
H -2.782 2.230 -4.243 0.000
H -2.234 4.680 -1.304 0.000
H -2.373 4.454 -3.046 0.001
H -0.750 4.275 -2.273 0.000
C -4.253 -1.409 -1.951 0.004
S -3.081 -1.859 -0.567 0.026
O -2.099 -0.693 -0.326 0.034
C -2.068 -3.115 -1.463 0.001
H -3.725 -0.855 -2.726 0.000
H -5.108 -0.850 -1.570 0.000
H -4.705 -2.242 -2.489 0.001
H -2.749 -3.923 -1.733 0.000
H -1.292 -3.508 -0.806 0.000
H -1.499 -2.715 -2.302 0.000
```

---

[2]
Formula: C25H51B4FN2O9
Source: the Open Molecules 2025 dataset
Level of theory: ωB97M-V/def2-TZVPD

## Properties
LUMO (alpha / beta) (eV): 0.11 / 0.10
2S+1: 3
Electronic energy (Eh): -1969.3968
⟨S²⟩: 2.008

Geometry as XYZ:
```
92
Properties=species:S:1:pos:R:3:lowdin_spin:R:1
C 4.164 1.022 1.965 0.000
O 3.152 1.851 1.343 0.000
B 2.201 1.207 0.627 0.000
O 2.265 -0.153 0.328 0.000
B 0.877 2.139 0.111 0.000
O 0.636 2.436 -1.238 0.000
B -0.583 1.913 -1.557 0.000
F -0.906 1.790 -2.833 0.000
O -1.496 1.482 -0.613 0.000
B -1.255 1.876 0.698 0.000
C -2.216 1.493 1.873 0.000
C -3.715 1.729 1.563 0.000
C -4.458 0.610 0.813 0.000
C -3.680 -0.662 0.617 0.000
O -4.570 -1.670 0.080 0.000
C -4.040 -2.923 0.210 0.000
C -2.659 -3.169 -0.333 0.000
O -4.676 -3.803 0.754 0.000
O -0.106 2.604 0.979 0.000
H 3.709 0.300 2.630 0.000
H 4.797 1.687 2.537 0.000
H 4.769 0.532 1.214 0.000
H 1.807 -0.649 1.011 0.000
H -2.006 0.497 2.251 0.000
H -1.950 2.160 2.690 0.000
H -3.774 2.649 0.990 0.000
H -4.207 1.953 2.502 0.000
H -5.398 0.368 1.297 0.000
H -4.732 0.978 -0.171 0.000
H -3.276 -1.040 1.553 0.000
H -2.884 -0.487 -0.101 0.000
H -1.947 -2.742 0.370 0.000
H -2.467 -4.219 -0.472 0.000
H -2.508 -2.639 -1.268 0.000
C 4.847 6.824 5.781 0.003
C 5.178 5.700 4.757 0.026
C 5.468 6.212 3.338 0.016
C 4.257 6.643 2.511 0.001
C 3.198 5.538 2.539 0.015
C 2.832 5.145 3.969 0.028
N 4.043 4.730 4.738 0.365
O 4.456 3.574 4.333 0.536
C 2.107 6.340 4.616 0.001
C 1.801 4.028 3.952 0.000
C 6.493 5.098 5.253 -0.001
H 3.938 6.606 6.334 0.002
H 5.611 6.897 6.555 0.000
H 4.745 7.809 5.322 0.000
H 5.951 5.403 2.780 0.002
H 6.195 7.024 3.389 0.001
H 3.853 7.591 2.874 0.000
H 4.566 6.821 1.479 0.001
H 2.301 5.865 2.009 0.001
H 3.575 4.666 1.997 0.003
H 1.800 6.111 5.637 0.001
H 1.209 6.570 4.042 0.000
H 2.686 7.259 4.638 0.000
H 2.166 3.139 3.438 -0.001
H 0.902 4.354 3.430 0.000
H 1.511 3.742 4.965 0.000
H 6.389 4.623 6.229 0.000
H 7.212 5.910 5.352 0.000
H 6.918 4.378 4.555 0.000
C -3.469 -7.942 -4.713 0.003
C -3.521 -6.487 -4.162 0.026
C -4.278 -5.502 -5.065 0.016
C -3.543 -5.028 -6.318 0.001
C -2.148 -4.530 -5.934 0.015
C -1.367 -5.584 -5.151 0.028
N -2.120 -6.017 -3.937 0.365
O -2.109 -5.082 -3.048 0.536
C -1.068 -6.756 -6.105 0.001
C 0.002 -5.040 -4.766 0.000
C -4.349 -6.586 -2.879 -0.001
H -2.456 -8.336 -4.706 0.002
H -4.020 -8.630 -4.074 0.000
H -3.870 -8.034 -5.724 0.000
H -4.497 -4.606 -4.477 0.002
H -5.243 -5.933 -5.337 0.001
H -3.490 -5.823 -7.066 0.000
H -4.103 -4.212 -6.781 0.001
H -1.590 -4.253 -6.830 0.001
H -2.246 -3.617 -5.338 0.003
H -0.492 -7.535 -5.606 0.001
H -0.479 -6.394 -6.948 0.000
H -1.950 -7.218 -6.539 0.000
H -0.066 -4.146 -4.147 -0.001
H 0.558 -4.774 -5.664 0.000
H 0.582 -5.788 -4.222 0.000
H -3.863 -7.200 -2.120 0.000
H -5.297 -7.057 -3.133 0.000
H -4.581 -5.613 -2.448 0.000
```

---

[3]
Formula: C25H51Cl20NO2
Source: the Open Molecules 2025 dataset
Level of theory: ωB97M-V/def2-TZVPD

## Properties
LUMO (eV): 0.33
Electronic energy (Eh): -10392.1724

Geometry as XYZ:
```
99
Properties=species:S:1:pos:R:3:mulliken_charge:R:1
C 1.434 0.539 1.298 -0.517
C 1.011 -0.807 0.461 -0.489
C 2.201 -1.413 -0.490 -0.088
C 3.555 -1.893 0.364 0.469
N 3.551 -3.364 0.716 -0.098
C 3.293 -3.620 2.185 0.520
O 2.048 -3.898 2.622 -0.536
O 4.355 -3.645 3.244 -0.449
H 0.641 1.373 1.049 0.055
H 2.527 0.893 1.068 0.147
H 1.347 0.274 2.439 0.219
H 0.707 -1.641 1.224 0.175
H 0.051 -0.569 -0.182 0.368
H 2.572 -0.654 -1.323 0.123
H 1.754 -2.368 -1.027 0.011
H 4.454 -1.740 -0.405 -0.785
H 3.704 -1.167 1.271 0.382
H 2.919 -3.914 0.091 0.055
H 5.245 -3.650 2.784 0.337
Cl 1.263 -4.934 -1.688 -0.233
C 1.078 -5.758 -0.119 -0.282
C -0.196 -6.585 -0.052 -0.496
Cl -1.659 -5.568 -0.029 -0.156
H 1.107 -4.999 0.669 0.205
H 1.949 -6.408 0.002 0.482
H -0.208 -7.175 0.869 0.068
H -0.275 -7.274 -0.899 0.367
Cl 6.696 -3.319 -2.160 -0.177
C 6.223 -2.538 -3.690 -0.484
C 4.939 -1.737 -3.553 -0.176
Cl 3.518 -2.780 -3.300 -0.100
H 6.134 -3.316 -4.454 0.374
H 7.046 -1.876 -3.974 0.297
H 4.755 -1.170 -4.470 0.429
H 4.993 -1.028 -2.720 -0.082
Cl -4.405 -2.959 0.505 -0.195
C -4.591 -3.783 2.074 -0.342
C -5.865 -4.610 2.141 -0.232
Cl -7.327 -3.593 2.164 -0.201
H -4.561 -3.024 2.862 0.359
H -3.719 -4.433 2.195 0.217
H -5.877 -5.201 3.062 0.295
H -5.943 -5.299 1.294 0.089
Cl -0.853 3.289 2.698 -0.185
C 0.031 4.834 2.610 -0.487
C 0.141 5.352 1.185 -0.311
Cl 1.210 4.340 0.182 -0.177
H 1.016 4.687 3.063 0.330
H -0.523 5.550 3.225 0.355
H 0.570 6.358 1.188 0.221
H -0.838 5.401 0.697 0.255
Cl -0.286 7.981 -0.918 -0.145
C -0.073 7.850 -2.682 -0.477
C 1.311 7.344 -3.057 -0.370
Cl 2.585 8.533 -2.691 -0.200
H -0.276 8.832 -3.122 0.361
H -0.834 7.152 -3.042 0.243
H 1.357 7.153 -4.134 0.329
H 1.554 6.413 -2.536 0.244
Cl -1.520 -9.739 -0.020 -0.121
C -0.335 -10.892 0.644 -0.488
C 0.273 -10.401 1.949 -0.490
Cl 1.332 -8.990 1.709 -0.150
H 0.431 -11.067 -0.117 0.322
H -0.868 -11.832 0.812 0.316
H 0.891 -11.189 2.389 0.346
H -0.499 -10.128 2.675 0.314
Cl 5.455 0.605 -0.440 -0.106
C 7.061 -0.124 -0.191 -0.087
C 7.442 -0.186 1.279 -0.402
Cl 7.739 1.430 1.967 -0.195
H 7.789 0.452 -0.772 0.426
H 7.017 -1.134 -0.607 -0.151
H 8.369 -0.755 1.399 0.363
H 6.664 -0.672 1.877 0.168
Cl -2.692 10.226 0.112 -0.151
C -4.343 9.617 -0.164 -0.509
C -4.350 8.170 -0.631 -0.353
Cl -3.688 7.989 -2.274 -0.190
H -4.831 10.277 -0.888 0.305
H -4.875 9.704 0.788 0.315
H -5.378 7.795 -0.661 0.376
H -3.773 7.527 0.041 0.217
Cl -7.604 -8.458 2.314 -0.183
C -7.391 -8.589 0.550 -0.485
C -6.008 -9.095 0.175 -0.480
Cl -4.733 -7.906 0.541 -0.120
H -7.595 -7.607 0.110 0.324
H -8.153 -9.287 0.191 0.350
H -5.961 -9.286 -0.901 0.288
H -5.764 -10.026 0.696 0.321
Cl -4.769 14.002 0.320 -0.185
C -3.435 14.500 -0.751 -0.440
C -3.619 13.990 -2.171 -0.490
Cl -3.441 12.220 -2.279 -0.134
H -2.497 14.146 -0.313 0.306
H -3.420 15.594 -0.748 0.325
H -2.855 14.423 -2.824 0.299
H -4.601 14.258 -2.572 0.321
```

---

[4]
Formula: C25H51F4N2OSi4Ti
Source: the Open Molecules 2025 dataset
Level of theory: ωB97M-V/def2-TZVPD

## Properties
LUMO (eV): -3.60
Charge: +1
Electronic energy (Eh): -3574.7319
ΔE to the lowest compared entry with this formula, charge and spin (kcal per mole): 16.1

Geometry as XYZ:
```
88
Properties=species:S:1:pos:R:3:mulliken_charge:R:1
Ti -0.184 -0.447 0.124 -1.540
C -2.105 0.536 3.578 -2.197
C -2.836 -0.626 2.927 -0.991
N -2.057 -1.437 1.959 0.959
C -3.002 -2.460 1.399 -1.127
C -3.249 -2.403 -0.116 -0.876
C -0.957 -2.093 2.664 -1.591
C 0.268 -1.239 2.850 -1.247
N 0.962 -0.961 1.570 1.582
C 2.362 -0.939 1.576 -0.100
C 2.992 -0.766 0.354 -0.181
F 2.184 -0.523 -0.700 0.492
C 4.345 -0.815 0.150 -0.593
F 4.813 -0.679 -1.088 -0.333
C 5.197 -1.000 1.216 -0.697
C 4.614 -1.113 2.458 0.198
F 5.380 -1.261 3.533 -0.325
C 3.244 -1.072 2.651 0.492
F 2.827 -1.129 3.917 -0.339
H -2.837 1.187 4.063 0.449
H -1.569 1.124 2.833 0.442
H -1.410 0.209 4.352 0.436
H -3.704 -0.245 2.408 0.642
H -3.205 -1.299 3.709 0.707
H -3.955 -2.354 1.913 0.332
H -2.638 -3.449 1.664 0.715
H -2.503 -1.784 -0.612 -0.302
H -4.226 -1.987 -0.361 0.497
H -3.204 -3.396 -0.558 0.482
H -0.659 -2.962 2.086 0.289
H -1.264 -2.451 3.654 0.436
H 0.890 -1.828 3.507 0.662
H 0.066 -0.301 3.351 0.332
H 6.271 -1.045 1.091 0.521
C -3.632 0.874 0.151 -1.572
O -2.200 0.803 0.022 0.481
Si -1.336 2.263 -0.189 -0.614
C -1.235 3.124 1.462 -1.273
C -2.346 3.399 -1.262 -1.195
C 0.191 1.406 -0.815 1.770
Si 1.672 2.525 -0.363 1.263
C 1.231 4.298 -0.806 -1.311
C 3.304 2.220 -1.246 -1.279
C 1.999 2.458 1.503 -1.061
Si 0.024 1.104 -2.691 0.781
C -0.008 2.710 -3.652 -1.208
C -1.619 0.234 -3.005 -0.342
C 1.343 0.016 -3.451 -0.825
H -3.918 1.621 0.900 0.396
H -4.021 -0.090 0.447 0.391
H -4.073 1.144 -0.810 0.286
H -2.237 3.226 1.892 0.472
H -0.838 4.138 1.330 0.418
H -0.594 2.625 2.192 0.298
H -3.251 3.697 -0.723 0.476
H -2.645 2.946 -2.213 0.348
H -1.787 4.313 -1.490 0.402
H 1.284 4.446 -1.892 0.317
H 1.966 4.969 -0.343 0.477
H 0.236 4.620 -0.475 0.256
H 3.623 3.156 -1.721 0.499
H 3.276 1.454 -2.022 0.143
H 4.084 1.936 -0.530 0.327
H 1.872 3.454 1.948 0.524
H 3.030 2.145 1.701 0.356
H 1.333 1.776 2.031 -0.198
H -0.467 3.532 -3.093 0.250
H -0.583 2.568 -4.575 0.437
H 1.006 3.023 -3.935 0.347
H -2.470 0.902 -2.824 0.241
H -1.758 -0.658 -2.385 -0.392
H -1.669 -0.088 -4.052 0.521
H 2.358 0.342 -3.215 0.232
H 1.227 0.065 -4.541 0.527
H 1.255 -1.032 -3.148 -0.265
C -0.223 -4.304 -0.032 -1.606
Si 0.251 -2.793 -1.073 1.670
C -0.623 -3.073 -2.718 -1.336
C 2.066 -3.185 -1.376 -1.530
H 0.093 -5.176 -0.613 0.556
H -1.289 -4.419 0.166 0.380
H 0.318 -4.343 0.919 0.375
H -0.420 -4.107 -3.019 0.579
H -0.257 -2.416 -3.513 0.381
H -1.708 -2.949 -2.661 0.320
H 2.108 -4.182 -1.823 0.659
H 2.630 -3.221 -0.438 0.298
H 2.577 -2.492 -2.052 0.326
```

---

[5]
Formula: C25H52FO15P
Source: the Open Molecules 2025 dataset
Level of theory: ωB97M-V/def2-TZVPD

## Properties
LUMO (eV): 0.49
Electronic energy (Eh): -2553.6272

Geometry as XYZ:
```
94
Properties=species:S:1:pos:R:3:mulliken_charge:R:1
C -2.722 1.185 0.269 -1.254
C -1.377 0.630 0.697 0.551
O -1.202 0.713 2.121 -0.395
C -1.890 -0.175 2.836 0.857
O -2.620 -1.023 2.400 -0.539
O -1.643 0.054 4.128 -0.382
C -2.403 -0.769 5.014 -0.676
H -2.844 2.207 0.635 0.297
H -2.806 1.183 -0.818 0.354
H -3.542 0.597 0.678 0.345
H -0.585 1.230 0.252 0.013
H -1.239 -0.398 0.355 0.023
H -2.267 -1.825 4.786 0.286
H -3.459 -0.500 4.960 0.299
H -2.045 -0.580 6.023 0.243
C -0.670 3.130 -4.961 -0.834
C -0.964 4.017 -6.158 -0.338
O -2.035 3.493 -6.954 -0.347
C -3.255 3.641 -6.441 0.789
O -3.529 4.169 -5.397 -0.555
O -4.127 3.079 -7.282 -0.341
C -5.470 3.076 -6.802 -0.629
H -0.471 2.109 -5.284 0.284
H 0.194 3.504 -4.412 0.205
H -1.519 3.092 -4.279 0.322
H -0.089 4.048 -6.807 0.315
H -1.183 5.042 -5.856 0.315
H -5.797 4.081 -6.537 0.287
H -5.559 2.408 -5.945 0.294
H -6.103 2.702 -7.604 0.222
C -0.610 -3.592 1.206 -1.169
C 0.562 -2.681 1.521 0.280
O 1.735 -3.428 1.875 -0.397
C 2.364 -4.021 0.862 0.772
O 2.048 -3.979 -0.295 -0.552
O 3.401 -4.696 1.364 -0.344
C 4.106 -5.470 0.394 -0.795
H -0.800 -4.269 2.041 0.283
H -1.507 -3.003 1.015 0.342
H -0.410 -4.210 0.331 0.383
H 0.319 -2.067 2.388 0.191
H 0.781 -2.004 0.692 0.066
H 4.429 -4.853 -0.444 0.335
H 3.479 -6.291 0.044 0.337
H 4.985 -5.885 0.882 0.254
C 2.347 -7.393 2.679 -0.794
C 2.325 -8.261 3.923 -0.461
O 1.061 -8.191 4.594 -0.347
C 0.065 -8.857 4.009 0.793
O 0.138 -9.501 2.998 -0.553
O -1.039 -8.667 4.735 -0.345
C -2.211 -9.245 4.162 -0.635
H 2.077 -6.366 2.927 0.252
H 3.338 -7.402 2.227 0.238
H 1.629 -7.746 1.938 0.358
H 3.067 -7.895 4.632 0.345
H 2.577 -9.298 3.696 0.339
H -2.070 -10.306 3.962 0.292
H -2.479 -8.716 3.246 0.290
H -3.018 -9.129 4.882 0.223
C -4.135 8.062 -0.127 -1.104
C -2.815 7.314 -0.137 -0.144
O -2.196 7.317 1.156 -0.368
C -2.746 6.503 2.056 0.810
O -3.690 5.782 1.879 -0.549
O -2.079 6.646 3.204 -0.349
C -2.634 5.903 4.289 -0.590
H -3.994 9.076 0.252 0.290
H -4.551 8.113 -1.134 0.359
H -4.862 7.573 0.520 0.311
H -2.119 7.817 -0.808 0.279
H -2.934 6.291 -0.498 0.292
H -2.727 4.847 4.037 0.254
H -3.604 6.316 4.567 0.288
H -1.956 6.002 5.134 0.225
C 7.347 0.999 -2.340 -1.042
C 6.429 2.088 -1.679 -0.528
C 5.045 1.567 -1.180 -0.669
C 3.913 1.757 -2.273 -0.553
C 2.548 2.250 -1.660 -0.741
P 1.104 1.067 -1.924 0.216
F 0.774 0.999 -3.567 -0.313
H 8.152 0.752 -1.616 0.278
H 7.857 1.413 -3.235 0.281
H 6.832 0.056 -2.596 0.318
H 6.328 2.924 -2.405 0.322
H 6.955 2.517 -0.798 0.319
H 4.785 2.173 -0.280 0.406
H 5.045 0.512 -0.846 0.275
H 4.245 2.532 -2.993 0.331
H 3.818 0.791 -2.802 0.365
H 2.581 2.401 -0.560 0.393
H 2.231 3.194 -2.153 0.378
H 1.582 -0.249 -1.585 -0.035
```